# 1
{"formula": "C16H21NO2S", "method": "the ωB97M-V functional and the def2-TZVPD basis", "species": ["C", "C", "N", "H", "C", "C", "C", "C", "C", "C", "C", "H", "O", "C", "C", "H", "H", "H", "H", "H", "O", "C", "C", "C", "C", "C", "S", "H", "H", "H", "H", "H", "H", "H", "H", "H", "H", "H", "H", "H", "H"], "positions_angstrom": [[1.105, 3.877, 1.312], [0.869, 4.570, -0.033], [-0.430, 4.362, -0.640], [-1.159, 4.515, 0.049], [-0.640, 3.090, -1.311], [-0.742, 1.882, -0.408], [-1.778, 1.774, 0.508], [-1.839, 0.688, 1.354], [-0.883, -0.323, 1.318], [0.168, -0.229, 0.390], [0.211, 0.875, -0.455], [1.018, 0.973, -1.165], [1.122, -1.218, 0.388], [2.002, -1.344, -0.709], [1.307, -1.792, -1.991], [2.039, -1.891, -2.787], [0.550, -1.072, -2.293], [0.823, -2.753, -1.833], [2.558, -0.412, -0.871], [2.713, -2.110, -0.385], [-1.082, -1.304, 2.252], [-0.425, -2.548, 2.172], [-0.719, -3.310, 0.919], [-0.019, -4.345, 0.383], [-0.602, -4.849, -0.802], [-1.734, -4.185, -1.145], [-2.117, -2.934, -0.028], [-2.374, -4.347, -1.990], [-0.191, -5.665, -1.370], [0.885, -4.733, 0.817], [0.660, -2.440, 2.289], [-0.814, -3.099, 3.039], [-2.637, 0.585, 2.072], [-2.542, 2.536, 0.557], [-1.572, 3.188, -1.880], [0.178, 2.957, -2.024], [0.977, 5.652, 0.107], [1.627, 4.250, -0.753], [0.338, 4.171, 2.027], [2.075, 4.164, 1.711], [1.077, 2.795, 1.208]], "lowdin_charge": [-0.086, -0.282, -0.083, 0.100, -0.188, -0.233, -0.045, 0.006, -0.227, -0.185, 0.011, 0.114, -0.080, -0.230, -0.046, 0.080, 0.073, 0.058, 0.115, 0.126, -0.052, -0.195, -0.493, -0.143, -0.204, -0.413, 1.082, 0.058, 0.101, 0.115, 0.133, 0.138, 0.123, 0.113, 0.120, 0.115, 0.104, 0.109, 0.072, 0.067, 0.052], "relative_energy_kj_mol": 13.59, "smiles": "CCNCc1ccc(OCc2cccs2)c(OCC)c1", "total_energy_ha": -1225.66450}



# 2
{"formula": "C3H12N4", "method": "the ωB97M-V functional and the def2-TZVPD basis", "species": ["C", "N", "N", "H", "H", "H", "H", "H", "H", "C", "C", "N", "N", "H", "H", "H", "H", "H", "H"], "positions_angstrom": [[-1.573, 0.401, 1.356], [-0.759, 0.571, 0.175], [-1.374, 1.151, -0.951], [0.180, -1.600, -0.942], [-1.783, 2.061, -0.726], [-2.123, 0.537, -1.264], [-0.926, 0.017, 2.138], [-2.008, 1.348, 1.685], [-2.374, -0.305, 1.147], [0.983, -2.290, -0.709], [0.593, 0.808, 0.336], [1.228, 1.265, -0.797], [1.128, 0.584, 1.468], [2.219, 1.106, -0.859], [0.705, 1.191, -1.655], [2.133, 0.717, 1.477], [1.848, -1.739, -0.364], [0.660, -2.962, 0.076], [1.242, -2.861, -1.592]], "lowdin_charge": [-0.067, -0.227, 0.046, -0.001, 0.092, 0.089, 0.065, 0.083, 0.078, -0.042, -0.586, 0.127, 0.100, 0.091, 0.071, 0.039, 0.008, 0.019, 0.014], "relative_energy_kj_mol": 88.72, "smiles": "[H]/N=C(\\N)N(C)N.C", "total_energy_ha": -340.49662}



HOMO energy (computed, eV): -7.98 -8.58
Kohn-Sham gap (computed, eV): 8.75 9.47